# 1
The following is a quantum chemistry calculation of a molecular structure, C23H22Cl2MoN5O5S2SeSi, from the OMol25 dataset.

Computed properties:
Relative energy (zero: lowest compared OMol25 entry of this formula, charge and spin), kcal per mole: 0.00
2S+1: 3
Gap between HOMO and LUMO (spin up / spin down), Eh: 0.264 / 0.252
Expectation value of S²: 2.024
Total charge: -1
HOMO energy (spin up / spin down), eV: -5.01 / -5.26

Geometry as XYZ:
```
62
Properties=species:S:1:pos:R:3:mulliken_charge:R:1
Mo -0.37797 -0.21705 -0.33838 0.25
Cl 0.75794 -0.45266 -7.31566 -0.24
C 0.94509 -0.70599 -5.60698 0.10
C 0.07100 -0.06574 -4.74437 -1.06
C 0.19060 -0.24974 -3.37034 0.16
N -0.70255 0.23467 -2.40811 0.17
C -1.61028 1.18967 -2.73807 0.23
O -1.68261 1.86318 -3.75377 -0.77
C -2.69237 1.24983 -1.71441 0.21
C -3.84454 1.98734 -1.90407 -0.75
C -4.88742 1.80975 -1.01243 -0.30
C -4.74934 0.87543 0.00224 -1.28
C -3.54961 0.20387 0.14009 -0.02
N -2.52446 0.42024 -0.68718 0.49
C 1.21327 -1.05601 -2.85976 0.36
C 2.07879 -1.70051 -3.73844 -0.93
C 1.93944 -1.52752 -5.10635 0.05
Cl 3.04200 -2.35752 -6.16323 -0.24
N 1.22678 -1.17083 -1.45729 0.44
C 2.36704 -1.57190 -0.85664 0.09
O 3.43371 -1.89129 -1.36937 -0.79
C 2.22606 -1.66748 0.62435 0.18
C 3.24953 -2.21945 1.37273 -0.63
C 3.05438 -2.40701 2.72798 -0.53
C 1.83325 -2.04558 3.26850 -0.93
C 0.87422 -1.46700 2.45642 -0.43
N 1.06794 -1.25788 1.14786 1.18
H -0.69403 0.57525 -5.14549 0.62
H -3.89054 2.65516 -2.75206 0.51
H -5.80383 2.37649 -1.11742 0.42
H -5.53529 0.68397 0.71811 0.42
H -3.40091 -0.51416 0.93042 0.73
H 2.86851 -2.32786 -3.36693 0.60
H 4.15738 -2.49228 0.85483 0.54
H 3.83353 -2.83391 3.34680 0.42
H 1.60631 -2.17621 4.31718 0.51
H -0.05741 -1.15382 2.88799 0.13
C -2.54327 -4.12707 1.04350 -1.28
C -1.88509 -3.04774 0.33562 0.93
N -1.38310 -2.16360 -0.18576 -0.26
H -2.96841 -3.68620 1.94612 0.35
H -1.81240 -4.88855 1.31008 0.31
H -3.31983 -4.56519 0.41951 0.36
O -3.52672 0.49278 3.17928 -0.68
S -2.28089 -0.24750 3.12493 0.78
O -1.50603 -0.25361 4.35307 -0.66
O -2.44407 -1.59475 2.55393 -0.58
S -1.04283 0.86106 1.77060 -0.15
C 2.38525 1.53326 2.67527 -0.72
Si 1.80448 2.80093 1.42312 0.55
C 3.30732 3.77640 0.84748 -1.17
C 0.62857 4.00747 2.24107 -1.01
Se 0.99265 1.94095 -0.52174 -0.27
H 2.99993 2.03221 3.43099 0.48
H 2.99199 0.75714 2.20244 0.13
H 1.53648 1.06615 3.17531 0.19
H 3.76953 4.30504 1.68644 0.34
H 3.02316 4.51306 0.09314 0.29
H 4.05202 3.11375 0.40252 0.28
H 1.13215 4.49751 3.08046 0.34
H -0.26335 3.50453 2.61336 0.28
H 0.31884 4.77652 1.53050 0.28
```

# 2
The following is a quantum chemistry calculation of a single C23H22F2N2 molecule at a distorted geometry, from the OMol25 dataset.

Computed properties:
Relative energy (zero: lowest compared OMol25 entry of this formula, charge and spin), kcal per mole: 0.43
2S+1: 1
Gap between HOMO and LUMO, Eh: 0.329
Structure (SMILES): N[C@@H](c1cc(F)cc(F)c1)[C@@H]1CCN1C(c1ccccc1)c1ccccc1
Total charge: 0
HOMO energy, eV: -8.34

Geometry as XYZ:
```
49
Properties=species:S:1:pos:R:3:mulliken_charge:R:1
N 0.96155 0.88218 -2.07548 -0.60
C 1.24976 1.33539 -0.73120 0.41
C 1.87120 2.63299 -0.86529 0.04
C 3.05280 2.96929 -0.23175 -0.32
C 3.42685 4.28744 -0.14722 0.22
F 4.54201 4.73780 0.41564 -0.32
C 2.70849 5.23086 -0.78543 -0.27
C 1.54065 4.99599 -1.52974 0.22
F 0.97467 5.95881 -2.21737 -0.30
C 1.07857 3.68033 -1.57984 -0.87
C -0.19025 1.47108 -0.09367 -1.37
C -0.31338 2.23953 1.23619 -0.59
C -1.23636 1.14150 1.68542 -0.72
N -0.93743 0.34275 0.51512 0.36
C -0.35632 -1.07875 0.57731 0.00
C -0.54056 -1.74363 -0.79068 0.61
C 0.23592 -2.77997 -1.15501 -0.09
C 0.01335 -3.40909 -2.39173 -0.39
C -0.90159 -3.02396 -3.31655 -0.76
C -1.76311 -2.00116 -2.93342 -0.38
C -1.58265 -1.32819 -1.69638 -0.60
C -1.00291 -2.07211 1.57371 -0.27
C -0.11714 -2.93614 2.21841 -0.26
C -0.58081 -3.97025 3.07458 -0.84
C -1.85837 -3.87153 3.57673 -0.35
C -2.78011 -2.90447 3.05877 -0.84
C -2.30480 -2.04171 2.05200 0.15
H 0.06658 0.43007 -2.22098 0.15
H 1.73696 0.38413 -2.45073 0.25
H 1.69057 0.50840 -0.26183 0.65
H 3.53929 2.12009 0.29910 0.39
H 3.13287 6.23398 -0.63204 0.38
H 0.25193 3.41039 -2.33441 0.33
H -0.76787 1.94825 -0.80931 0.69
H 0.58520 2.27345 1.75372 0.33
H -0.82948 3.20641 1.09145 0.28
H -2.22493 1.46596 1.88149 0.40
H -0.83035 0.69530 2.68971 0.24
H 0.65238 -0.93894 0.94476 0.44
H 0.95012 -3.29133 -0.42777 0.09
H 0.70885 -4.26983 -2.34951 0.29
H -1.11967 -3.70152 -4.16993 0.31
H -2.53455 -1.77075 -3.67551 0.36
H -2.21024 -0.60107 -1.47487 0.69
H 0.94460 -3.11610 1.98670 0.35
H 0.09245 -4.75549 3.43595 0.35
H -2.21966 -4.64980 4.24735 0.33
H -3.79589 -2.97654 3.39004 0.41
H -3.00922 -1.35004 1.64353 0.42
```

# 3
The following is a quantum chemistry calculation of a molecular structure, C23H22FN2OTa at a distorted geometry, from the OMol25 dataset.

Computed properties:
2S+1: 1
Gap between HOMO and LUMO (spin up / spin down), Eh: 0.213 / 0.213
Total charge: +2
HOMO energy (spin up / spin down), eV: -14.78 / -14.78

Geometry as XYZ:
```
50
Properties=species:S:1:pos:R:3:mulliken_charge:R:1
C 1.83849 1.33293 -3.27881 -1.55
H 1.26975 1.31564 -4.21346 0.44
H 2.72724 0.70165 -3.41439 0.34
H 2.15891 2.36337 -3.08344 0.39
C 0.95265 0.78231 -2.19618 1.49
C -0.20189 0.06711 -2.57667 -1.55
H -0.41112 0.08665 -3.64977 0.32
C -1.02354 -0.81907 -1.84274 1.77
C -1.86621 -1.80734 -2.58868 -1.50
H -1.53672 -2.83867 -2.39447 0.34
H -1.75658 -1.60433 -3.65748 0.48
H -2.92685 -1.71719 -2.32615 0.35
C -1.71833 -1.96706 0.21080 -0.51
C -3.11850 -2.03280 0.28688 0.40
C -3.72507 -3.08739 0.96876 -1.03
H -4.81099 -3.10887 1.06198 0.44
C -2.94037 -4.11472 1.50312 -0.48
H -3.42102 -4.95678 2.00196 0.44
C -1.54777 -4.06946 1.40345 -0.88
H -0.92626 -4.87752 1.79664 0.44
C -0.93554 -2.97455 0.79226 0.03
C 2.65231 1.49483 -0.56489 -0.07
C 2.77333 2.66391 0.20404 -0.39
C 3.91901 2.85448 0.97769 -0.65
H 3.99617 3.72652 1.63665 0.44
C 4.98048 1.94331 0.87617 -0.51
H 5.87888 2.08693 1.48903 0.42
C 4.90756 0.85497 -0.00818 -0.68
H 5.76106 0.18172 -0.13074 0.42
C 3.74979 0.64750 -0.76047 -0.21
C -2.69266 1.14449 1.10485 -0.25
H -3.57394 0.84642 0.54217 0.64
C -1.74220 1.98868 0.47001 -0.56
H -1.95078 2.47239 -0.48973 0.52
C -0.62968 2.45984 1.20765 -0.11
H -0.03978 3.32877 0.91930 0.58
C -0.35866 1.73883 2.40018 0.11
C -1.29083 0.89897 3.01357 -0.38
H -0.95854 0.49454 3.97503 0.49
C -2.58274 0.79166 2.46037 -0.45
H -3.40138 0.33113 3.01112 0.47
N -1.06314 -0.88279 -0.50083 0.16
N 1.32963 1.00980 -0.91826 -0.13
Ta 0.11091 0.36340 0.69119 1.14
H 0.15271 -2.87412 0.75870 0.43
H -3.70393 -1.24908 -0.19518 0.42
H 1.95718 3.38582 0.19749 0.49
H 3.65105 -0.17992 -1.46319 0.45
F 1.05089 1.64762 2.72682 -0.23
O 1.03702 -0.84455 1.56583 -0.73
```

# 4
The following is a quantum chemistry calculation of a molecular structure, C23H22IrN6O8S2 at a distorted geometry, from the OMol25 dataset.

Computed properties:
Relative energy (zero: lowest compared OMol25 entry of this formula, charge and spin), kcal per mole: 42.68
2S+1: 2
Gap between HOMO and LUMO (spin up / spin down), Eh: 0.182 / 0.180
Expectation value of S²: 0.784
Total charge: +2
HOMO energy (spin up / spin down), eV: -14.22 / -14.20

Geometry as XYZ:
```
62
Properties=species:S:1:pos:R:3:mulliken_charge:R:1
Ir -0.18412 1.25448 -0.13916 1.69
C -1.86842 1.15268 5.52744 -0.90
C -0.83992 0.23668 4.86764 -1.01
N -1.42922 -0.61742 3.86004 0.09
C -2.07402 -1.84352 4.29824 -0.67
C -3.59502 -1.72012 4.34924 -1.05
C -1.48632 -0.27662 2.58304 0.71
S -0.93572 1.35008 2.17354 -0.19
N -2.01412 -1.11692 1.72644 -0.06
C -2.14122 -1.07192 0.40384 0.31
O -1.88972 -0.06792 -0.31176 -1.01
C -2.61122 -2.31152 -0.23486 0.70
C -2.95402 -3.43482 0.52574 -0.09
C -3.35952 -4.59922 -0.10246 -0.77
C -3.43982 -4.65692 -1.48976 -0.43
C -3.10832 -3.54032 -2.25156 -0.77
C -2.69802 -2.37332 -1.62966 -0.46
H -1.36062 1.80158 6.23504 0.40
H -2.61432 0.58038 6.07124 0.29
H -2.36842 1.76718 4.78284 0.30
H -0.38122 -0.40122 5.62754 0.40
H -0.05292 0.83988 4.40454 0.50
H -1.68632 -2.09792 5.28494 0.41
H -1.80032 -2.63562 3.59414 0.40
H -3.90602 -0.94932 5.04854 0.34
H -4.02022 -2.66222 4.68204 0.37
H -3.99502 -1.48222 3.36794 0.29
H -2.90072 -3.38212 1.60044 0.32
H -3.60792 -5.46572 0.48984 0.45
H -3.76312 -5.56502 -1.97556 0.43
H -3.16302 -3.58332 -3.32896 0.43
H -2.44232 -1.50222 -2.21426 0.46
O 4.22738 -3.79242 -3.81386 -0.59
N 4.52978 -2.64382 -3.99626 1.05
O 5.33748 -2.21132 -4.77286 -0.59
C 3.81218 -1.64912 -3.19126 -0.61
C 2.81408 -2.05352 -2.32566 -0.44
C 2.11728 -1.11402 -1.57436 -0.21
C 2.35738 0.29648 -1.71156 1.42
O 1.75648 1.20388 -1.06366 -1.00
C 3.35728 0.64118 -2.68126 -0.17
C 4.10658 -0.29772 -3.34996 -0.43
N 3.56538 2.03828 -2.96826 0.84
O 2.59918 2.77238 -2.85356 -0.42
O 4.65678 2.38688 -3.32606 -0.57
N 1.09978 -1.57282 -0.71026 0.94
O 0.56208 -2.63572 -0.93306 -0.48
O 0.75908 -0.84862 0.25284 -0.62
H 2.58398 -3.10692 -2.22226 0.65
H 4.89818 0.01448 -4.01956 0.62
S -0.80482 3.35168 -1.24946 -0.35
C 0.60998 4.30018 -1.56136 0.47
N 0.78908 4.74928 -2.82106 -0.05
C 1.83398 5.50128 -3.18286 -0.11
C 2.76258 5.89788 -2.24556 -0.63
C 2.57828 5.51158 -0.91756 -0.30
C 1.50898 4.70608 -0.57436 -0.39
H 0.12628 4.44788 -3.53196 0.25
H 1.90868 5.77828 -4.22416 0.44
H 3.61638 6.48448 -2.54416 0.46
H 3.26898 5.83698 -0.15536 0.44
H 1.35238 4.38128 0.44234 0.47
```

| no. | energy (eV) |
| --- | --- |
| 1 | -163699.3230 |
| 2 | -32619.3419 |
| 3 | -33488.5612 |
| 4 | -74012.3701 |